Entry 1:
{
  "formula": "C33H53CdN2OP2S",
  "method": "the ωB97M-V functional and the def2-TZVPD basis",
  "species": ["C", "C", "C", "C", "C", "H", "H", "H", "N", "P", "P", "C", "H", "H", "C", "H", "C", "C", "C", "C", "C", "H", "H", "H", "C", "H", "H", "H", "C", "H", "H", "H", "C", "H", "H", "H", "C", "H", "H", "H", "C", "H", "H", "H", "C", "H", "H", "H", "C", "H", "H", "H", "C", "H", "H", "H", "C", "H", "H", "H", "C", "H", "H", "H", "C", "H", "H", "H", "Cd", "C", "O", "N", "C", "C", "C", "C", "C", "H", "C", "H", "C", "H", "H", "H", "C", "S", "C", "H", "H", "H", "H", "H", "H"],
  "coordinates": [[-1.472, -1.258, -2.411], [0.830, -1.622, -2.217], [-1.554, -2.065, -3.551], [0.755, -2.594, -3.262], [-0.428, -2.787, -3.948], [-2.499, -2.114, -4.089], [1.667, -3.121, -3.536], [-0.480, -3.473, -4.792], [-0.350, -1.134, -1.694], [-2.986, -0.041, -0.265], [2.961, -0.207, -0.707], [-2.700, -0.413, -2.053], [-2.625, 0.555, -2.578], [-3.591, -0.897, -2.474], [2.156, -1.192, -1.897], [2.894, -1.906, -2.296], [4.435, 0.593, -1.616], [3.456, -1.272, 0.834], [-3.832, 1.646, -0.290], [-4.080, -1.504, 0.257], [4.448, 2.070, -1.179], [4.570, 2.173, -0.092], [5.294, 2.575, -1.668], [3.524, 2.585, -1.473], [5.787, -0.063, -1.298], [6.057, -0.013, -0.239], [5.824, -1.107, -1.634], [6.563, 0.486, -1.853], [4.226, 0.504, -3.132], [5.067, 1.011, -3.627], [4.203, -0.533, -3.480], [3.300, 0.994, -3.451], [4.279, -0.401, 1.799], [3.747, 0.523, 2.066], [4.450, -0.975, 2.723], [5.262, -0.129, 1.399], [2.170, -1.718, 1.545], [1.589, -0.861, 1.911], [1.533, -2.331, 0.895], [2.447, -2.326, 2.421], [4.229, -2.526, 0.410], [5.187, -2.301, -0.071], [4.445, -3.117, 1.314], [3.635, -3.153, -0.267], [-4.749, -1.206, 1.609], [-5.287, -2.114, 1.924], [-4.026, -0.960, 2.398], [-5.493, -0.402, 1.531], [-3.136, -2.714, 0.393], [-2.652, -2.962, -0.561], [-2.357, -2.542, 1.149], [-3.733, -3.584, 0.707], [-5.172, -1.844, -0.768], [-5.844, -2.584, -0.308], [-5.783, -0.977, -1.045], [-4.767, -2.301, -1.678], [-2.921, 2.647, -1.033], [-2.887, 2.456, -2.113], [-3.335, 3.657, -0.892], [-1.890, 2.650, -0.646], [-4.033, 2.149, 1.152], [-3.075, 2.326, 1.660], [-4.570, 3.108, 1.101], [-4.632, 1.460, 1.759], [-5.187, 1.551, -0.997], [-5.102, 1.157, -2.019], [-5.910, 0.948, -0.432], [-5.602, 2.567, -1.069], [-0.662, 0.225, 0.709], [-1.184, -1.016, 2.538], [-1.396, -1.416, 3.595], [0.801, 1.202, -0.558], [1.256, 1.145, -1.688], [1.040, 1.835, -2.972], [0.867, 3.229, -2.962], [0.904, 1.148, -4.190], [0.653, 3.937, -4.148], [0.910, 3.759, -2.007], [0.666, 1.846, -5.376], [0.983, 0.060, -4.191], [0.560, 3.241, -5.361], [0.557, 5.025, -4.130], [0.560, 1.295, -6.314], [0.410, 3.787, -6.293], [-0.575, 2.082, 4.030], [-0.230, 2.456, 2.292], [1.584, 2.446, 2.352], [-1.546, 1.585, 4.107], [-0.616, 3.045, 4.553], [0.208, 1.450, 4.459], [1.902, 3.479, 2.545], [1.950, 1.784, 3.148], [1.971, 2.124, 1.375]],
  "gap_ev": [4.8, 4.8],
  "charge": 1,
  "energy_ha": -2722.260136,
  "e_lumo_ev": [-3.4, -3.4]
}

Entry 2:
{
  "formula": "C6H18BrFeO6",
  "method": "the ωB97M-V functional and the def2-TZVPD basis",
  "species": ["Fe", "Br", "C", "C", "O", "O", "H", "H", "H", "H", "H", "H", "C", "C", "O", "O", "H", "H", "H", "H", "H", "H", "C", "C", "O", "O", "H", "H", "H", "H", "H", "H"],
  "coordinates": [[-9.083, -9.292, 23.823], [-9.931, -9.044, 21.320], [-5.766, -8.602, 19.861], [-4.610, -8.269, 18.846], [-4.211, -6.930, 18.910], [-6.798, -7.690, 19.850], [-5.376, -8.491, 20.873], [-6.133, -9.624, 19.765], [-4.970, -8.458, 17.835], [-3.794, -8.941, 19.110], [-4.949, -6.458, 19.303], [-7.603, -8.072, 20.207], [-9.920, -5.654, 19.277], [-9.377, -6.521, 18.218], [-8.060, -6.160, 17.906], [-9.295, -5.949, 20.518], [-10.969, -5.869, 19.482], [-9.801, -4.590, 19.075], [-9.921, -6.487, 17.274], [-9.299, -7.556, 18.550], [-7.462, -6.562, 18.541], [-9.462, -6.888, 20.621], [-10.973, -12.181, 18.985], [-10.479, -11.227, 17.919], [-11.033, -9.893, 18.178], [-10.162, -12.156, 20.138], [-11.028, -13.246, 18.761], [-11.998, -11.879, 19.203], [-10.928, -11.486, 16.960], [-9.394, -11.245, 17.818], [-10.670, -9.604, 19.019], [-10.158, -11.277, 20.522]],
  "gap_ev": [7.4, 3.2],
  "charge": 1,
  "energy_ha": -4528.100924,
  "e_lumo_ev": [-5.1, -9.0],
  "relative_energy_kj_mol": 47.2,
  "spin_multiplicity": 5
}

Entry 3:
{
  "formula": "C5H9OP",
  "method": "the ωB97M-V functional and the def2-TZVPD basis",
  "species": ["C", "C", "C", "C", "C", "O", "P", "H", "H", "H", "H", "H", "H", "H", "H", "H"],
  "coordinates": [[-2.362, 1.207, -0.420], [2.337, -1.361, -0.776], [-1.026, 1.226, -0.462], [1.287, -0.531, -1.007], [0.246, -0.029, 1.746], [-2.322, -1.765, -0.457], [-0.147, -0.322, -0.044], [-2.777, 2.137, -0.790], [-2.724, 0.201, -0.452], [3.306, -1.238, -1.278], [2.385, -1.904, 0.232], [-0.419, 2.078, -0.563], [1.444, 0.023, -1.937], [-0.262, 0.916, 1.880], [-0.264, -0.644, 2.447], [1.297, 0.005, 1.879]],
  "gap_ev": [7.3, 8.0],
  "energy_ha": -612.236766,
  "e_lumo_ev": [-1.4, -0.2],
  "relative_energy_kj_mol": 683.0
}

Entry 4:
{
  "formula": "C19H25N3O5",
  "method": "the ωB97M-V functional and the def2-TZVPD basis",
  "species": ["C", "C", "O", "C", "C", "C", "C", "N", "O", "C", "C", "C", "C", "O", "N", "C", "C", "C", "C", "C", "O", "N", "C", "C", "C", "O", "C", "H", "H", "H", "H", "H", "H", "H", "H", "H", "H", "H", "H", "H", "H", "H", "H", "H", "H", "H", "H", "H", "H", "H", "H", "H"],
  "coordinates": [[0.348, 2.523, 4.036], [1.796, 2.508, 3.555], [2.512, 1.379, 4.012], [2.296, 0.168, 3.434], [1.505, -0.072, 2.329], [1.376, -1.366, 1.815], [0.541, -1.600, 0.660], [-0.120, -0.668, 0.018], [-0.769, -1.320, -0.989], [-0.445, -2.616, -0.882], [-0.973, -3.606, -1.851], [-2.088, -3.010, -2.709], [-1.500, -1.896, -3.573], [-0.451, -2.032, -4.169], [-2.257, -0.784, -3.654], [-1.767, 0.437, -4.249], [-1.713, 1.542, -3.181], [-1.241, 2.883, -3.753], [-2.558, 3.564, -4.119], [-3.480, 3.055, -3.013], [-3.030, 1.755, -2.675], [0.351, -2.843, 0.114], [2.045, -2.421, 2.416], [2.844, -2.191, 3.523], [2.981, -0.914, 4.043], [3.738, -0.586, 5.122], [4.461, -1.603, 5.770], [0.322, 2.463, 5.121], [-0.133, 3.444, 3.721], [-0.205, 1.679, 3.631], [1.844, 2.581, 2.461], [2.337, 3.357, 3.982], [0.969, 0.717, 1.827], [-1.306, -4.488, -1.302], [-0.148, -3.903, -2.505], [-2.482, -3.784, -3.370], [-2.898, -2.631, -2.085], [-3.048, -0.658, -3.041], [-2.434, 0.740, -5.062], [-0.771, 0.230, -4.647], [-1.086, 1.193, -2.352], [-0.722, 3.456, -2.984], [-0.577, 2.751, -4.603], [-2.907, 3.222, -5.094], [-2.490, 4.649, -4.131], [-4.527, 2.987, -3.319], [-3.414, 3.700, -2.126], [1.936, -3.415, 2.012], [3.359, -3.022, 3.977], [3.798, -2.370, 6.181], [4.991, -1.112, 6.584], [5.187, -2.072, 5.098]],
  "gap_ev": 8.8,
  "smiles": "CCOc1cc(-c2noc(CCC(=O)NC[C@H]3CCCO3)n2)ccc1OC",
  "energy_ha": -1279.452439,
  "e_lumo_ev": 0.8,
  "relative_energy_kj_mol": 379.8
}

Entry 5:
{
  "formula": "C32H39CoN4O5P2",
  "method": "the ωB97M-V functional and the def2-TZVPD basis",
  "species": ["Co", "C", "C", "C", "C", "N", "C", "C", "C", "C", "C", "C", "N", "C", "C", "C", "C", "C", "N", "H", "H", "H", "H", "H", "H", "H", "H", "H", "H", "H", "C", "P", "C", "C", "C", "P", "C", "C", "H", "H", "H", "H", "H", "H", "H", "H", "H", "H", "H", "H", "H", "H", "H", "H", "O", "C", "O", "C", "C", "C", "C", "O", "C", "O", "C", "C", "H", "H", "H", "H", "H", "C", "N", "C", "C", "O", "H", "H", "H", "H", "H", "H", "H"],
  "coordinates": [[-0.718, -0.831, -0.400], [-3.602, 0.546, 2.924], [-2.763, 0.397, 4.016], [-1.548, -0.244, 3.848], [-1.200, -0.716, 2.587], [-2.005, -0.560, 1.534], [-3.173, 0.049, 1.706], [0.103, -1.394, 2.325], [0.983, -1.704, 3.350], [2.212, -2.251, 3.034], [2.532, -2.469, 1.709], [1.602, -2.150, 0.728], [0.406, -1.650, 1.046], [1.896, -2.336, -0.722], [3.135, -2.783, -1.166], [3.338, -2.979, -2.521], [2.294, -2.737, -3.395], [1.100, -2.280, -2.867], [0.899, -2.074, -1.573], [-4.557, 1.045, 3.006], [-3.045, 0.780, 4.987], [-0.880, -0.348, 4.689], [-3.793, 0.154, 0.823], [0.727, -1.514, 4.381], [2.922, -2.488, 3.814], [3.497, -2.870, 1.450], [3.941, -2.980, -0.477], [4.297, -3.326, -2.883], [2.398, -2.886, -4.461], [0.265, -2.072, -3.524], [-3.447, -2.956, 0.166], [-1.966, -2.659, -0.860], [-1.281, -4.345, -0.931], [-2.720, -2.375, -2.515], [-3.221, -0.923, -2.572], [-1.856, 0.186, -2.024], [-2.621, 1.770, -1.589], [-0.970, 0.599, -3.551], [-3.965, -3.849, -0.187], [-4.129, -2.109, 0.118], [-3.156, -3.096, 1.207], [-2.006, -5.013, -1.398], [-1.094, -4.689, 0.087], [-0.347, -4.376, -1.487], [-3.515, -3.097, -2.707], [-1.946, -2.534, -3.270], [-4.059, -0.789, -1.882], [-3.575, -0.655, -3.569], [-3.186, 2.177, -2.427], [-1.818, 2.454, -1.313], [-3.279, 1.657, -0.729], [-1.661, 1.032, -4.276], [-0.489, -0.274, -3.982], [-0.177, 1.304, -3.303], [1.981, 0.724, 0.979], [0.871, 1.253, 0.927], [-0.083, 0.930, 0.121], [0.511, 2.342, 1.903], [1.482, 2.830, 2.765], [1.185, 3.794, 3.733], [-0.118, 4.223, 3.795], [-0.663, 5.144, 4.641], [-2.051, 5.221, 4.312], [-2.296, 4.327, 3.224], [-1.092, 3.735, 2.940], [-0.814, 2.802, 1.980], [2.485, 2.437, 2.674], [1.938, 4.184, 4.403], [-2.296, 6.240, 4.010], [-2.644, 4.914, 5.176], [-1.570, 2.422, 1.308], [3.987, 1.318, -4.154], [3.941, 1.540, -2.724], [4.951, 2.396, -2.139], [2.909, 1.080, -1.989], [1.974, 0.425, -2.427], [5.005, 1.063, -4.452], [3.677, 2.209, -4.705], [3.316, 0.500, -4.402], [5.949, 2.023, -2.377], [4.832, 2.411, -1.057], [4.868, 3.420, -2.513], [2.984, 1.324, -0.921]],
  "gap_ev": [7.2, 7.2],
  "charge": 1,
  "energy_ha": -3903.432354,
  "e_lumo_ev": [-2.7, -2.7],
  "relative_energy_kj_mol": 0.0,
  "spin_multiplicity": 2
}

Entry 6:
{
  "formula": "C35H69F9O21P4S",
  "method": "the ωB97M-V functional and the def2-TZVPD basis",
  "species": ["C", "C", "C", "C", "C", "C", "C", "C", "C", "C", "C", "C", "O", "C", "C", "O", "C", "C", "O", "C", "O", "O", "C", "C", "C", "F", "F", "C", "F", "F", "S", "F", "F", "F", "F", "F", "C", "C", "H", "H", "H", "H", "H", "H", "H", "H", "H", "H", "H", "H", "H", "H", "H", "H", "H", "H", "H", "H", "H", "H", "H", "H", "H", "H", "H", "H", "H", "H", "H", "H", "H", "C", "O", "P", "O", "O", "C", "O", "C", "H", "H", "H", "H", "H", "H", "H", "H", "H", "C", "O", "P", "O", "O", "C", "O", "C", "H", "H", "H", "H", "H", "H", "H", "H", "H", "C", "O", "P", "O", "O", "C", "O", "C", "H", "H", "H", "H", "H", "H", "H", "H", "H", "C", "O", "P", "O", "O", "C", "O", "C", "H", "H", "H", "H", "H", "H", "H", "H", "H"],
  "coordinates": [[-10.784, -2.426, 3.794], [-10.270, -2.762, 2.308], [-10.112, -1.327, 1.613], [-11.430, -3.630, 1.656], [-8.905, -3.520, 2.501], [-8.351, -4.317, 1.247], [-8.686, -3.698, -0.159], [-8.777, -5.866, 1.218], [-6.763, -4.336, 1.411], [-6.256, -4.922, 2.659], [-4.834, -4.981, 2.988], [-3.902, -4.404, 2.000], [-2.549, -4.435, 2.353], [-1.707, -4.941, 1.300], [-0.691, -3.777, 0.940], [0.542, -4.337, 0.455], [0.970, -3.676, -0.738], [2.547, -3.515, -0.661], [2.967, -3.110, -1.990], [3.903, -2.107, -1.939], [3.736, -1.055, -1.387], [5.106, -2.373, -2.611], [4.800, -2.167, -4.024], [5.004, -0.632, -4.297], [4.991, -0.237, -5.815], [5.777, -1.223, -6.447], [3.741, -0.396, -6.404], [5.689, 1.126, -6.162], [7.027, 0.992, -5.815], [5.701, 1.241, -7.534], [5.040, 2.654, -5.313], [3.617, 1.989, -4.923], [4.426, 3.164, -6.755], [6.434, 3.438, -5.733], [5.741, 2.288, -3.891], [4.513, 4.042, -4.655], [-4.398, -3.832, 0.739], [-5.826, -3.788, 0.441], [-11.255, -3.316, 4.281], [-11.468, -1.534, 3.807], [-9.863, -2.124, 4.378], [-10.772, -0.555, 2.074], [-10.208, -1.412, 0.501], [-9.037, -1.031, 1.808], [-12.383, -3.319, 2.172], [-11.291, -4.730, 1.792], [-11.589, -3.360, 0.572], [-8.084, -2.860, 2.896], [-9.080, -4.288, 3.316], [-9.752, -3.880, -0.468], [-8.050, -4.250, -0.913], [-8.422, -2.616, -0.257], [-7.876, -6.537, 1.290], [-9.542, -6.090, 2.001], [-9.215, -6.065, 0.203], [-6.969, -5.324, 3.414], [-4.462, -5.403, 3.954], [-1.124, -5.802, 1.740], [-2.260, -5.334, 0.413], [-1.219, -3.119, 0.201], [-0.485, -3.170, 1.863], [0.567, -2.632, -0.856], [0.648, -4.292, -1.623], [2.968, -4.520, -0.399], [2.764, -2.756, 0.129], [3.753, -2.456, -4.293], [5.500, -2.830, -4.596], [6.001, -0.345, -3.875], [4.240, -0.049, -3.708], [-3.637, -3.403, 0.046], [-6.164, -3.326, -0.509], [3.686, 2.937, 3.850], [3.551, 2.153, 2.672], [4.747, 2.268, 1.473], [5.902, 1.971, 2.391], [4.509, 3.894, 1.323], [3.196, 4.400, 1.102], [5.736, 2.278, 0.082], [5.052, 2.109, -1.167], [3.667, 2.272, 4.713], [4.601, 3.528, 3.865], [2.830, 3.614, 3.915], [2.965, 5.123, 1.887], [2.441, 3.612, 1.115], [3.171, 4.902, 0.133], [4.394, 2.963, -1.358], [4.469, 1.186, -1.157], [5.790, 2.049, -1.955], [-0.609, 4.367, 3.578], [-1.203, 5.642, 3.369], [-2.548, 5.758, 2.339], [-3.363, 4.706, 3.043], [-1.703, 5.108, 1.080], [-0.442, 5.659, 0.702], [-3.819, 6.166, 1.276], [-3.704, 7.443, 0.638], [-0.604, 4.160, 4.648], [-1.127, 3.564, 3.053], [0.425, 4.406, 3.227], [0.305, 4.865, 0.730], [-0.125, 6.466, 1.364], [-0.520, 6.043, -0.316], [-2.839, 7.457, -0.032], [-3.606, 8.234, 1.384], [-4.605, 7.620, 0.052], [-2.218, -3.484, 6.474], [-2.907, -2.330, 6.939], [-3.447, -1.189, 5.802], [-4.207, -2.178, 4.958], [-1.911, -0.980, 5.233], [-0.848, -0.670, 6.132], [-3.959, 0.145, 4.866], [-3.845, 1.425, 5.501], [-2.744, -4.369, 6.834], [-2.139, -3.524, 5.387], [-1.212, -3.481, 6.900], [-0.062, -1.418, 6.014], [-1.173, -0.661, 7.174], [-0.448, 0.312, 5.875], [-2.794, 1.668, 5.681], [-4.393, 1.431, 6.446], [-4.272, 2.178, 4.840], [9.385, 2.627, -5.269], [10.475, 1.963, -5.899], [11.891, 2.840, -6.218], [12.084, 3.329, -4.808], [11.065, 3.945, -7.122], [10.216, 3.513, -8.185], [13.369, 3.510, -6.752], [13.886, 2.966, -7.972], [9.126, 2.084, -4.360], [9.604, 3.666, -5.023], [8.534, 2.601, -5.942], [9.215, 3.912, -8.016], [10.156, 2.426, -8.254], [10.605, 3.909, -9.125], [13.219, 3.200, -8.806], [14.005, 1.884, -7.886], [14.861, 3.413, -8.164]],
  "gap_ev": 5.3,
  "smiles": "CC(C)(C)CC(C)(C)c1ccc(OCCOCCOC(=O)OCCC(F)(F)C(F)(F)S(F)(F)(F)(F)F)cc1.COP(=O)(OC)OC.COP(=O)(OC)OC.COP(=O)(OC)OC.COP(=O)(OC)OC",
  "energy_ha": -5616.941029,
  "e_lumo_ev": -2.7
}